Below is 4 unconnected molecules or ions with the total composition C2H11O3S, with properties calculated with ωB97M-V/def2-TZVPD.

Geometry as XYZ:
```
17
Properties=species:S:1:pos:R:3:forces:R:3
C 0.961 0.161 -0.728 0.0298 0.4151 -0.8173
C 0.053 -0.888 -0.082 0.2082 0.3499 -0.5956
S -1.656 -1.047 -0.701 0.2079 0.2369 -0.2368
H 0.759 1.190 -0.419 -0.1210 -0.0661 0.2923
H 0.876 0.229 -1.817 -0.1001 -0.5440 -0.0224
H 2.011 -0.056 -0.518 0.0324 0.1191 0.1361
H 0.022 -0.625 0.974 0.0030 -0.4428 0.3397
H 0.580 -1.834 -0.236 -0.1060 -0.1327 0.3904
H 1.274 0.798 1.544 0.1354 -0.1356 -0.0379
H 1.674 2.156 2.067 0.0778 0.0029 0.0314
O 2.045 1.296 1.844 -0.0785 0.2096 0.2967
H -0.458 1.878 -2.367 -0.1370 -0.0870 0.0400
H -1.292 0.614 -2.546 -0.2455 0.1807 0.3736
O -1.244 1.554 -2.818 0.1776 -0.0145 -0.3613
H -2.401 -1.259 1.840 0.1289 -0.0634 -0.2406
H -1.348 -2.285 1.623 -0.1643 0.0647 -0.1333
O -1.856 -1.883 2.339 -0.0488 -0.0927 0.5449
```
Positions in Å, forces in eV/Å.

The energy relative to the best compared isomer or geometry (same formula, charge and spin) is 77.7 kJ/mol. Its energy is -706.74426 hartree. The total charge is -1.



Below is 4 unconnected molecules or ions with the total composition C2H11O3S at a distorted geometry, with properties calculated with ωB97M-V/def2-TZVPD.

Geometry as XYZ:
```
17
Properties=species:S:1:pos:R:3:forces:R:3
C 1.046 0.168 -0.703 -0.6915 0.5514 0.3093
C 0.057 -0.838 -0.134 0.4314 -2.5169 1.0792
S -1.669 -1.067 -0.679 0.0902 0.9426 -0.6182
H 0.856 1.165 -0.276 -0.2485 -0.0167 -0.5907
H 0.940 0.214 -1.785 0.1686 0.0380 -0.0893
H 2.087 -0.008 -0.423 -0.0205 -0.4370 -0.1360
H 0.088 -0.948 0.963 -0.1399 1.3189 0.1914
H 0.431 -1.868 -0.233 0.6436 0.1801 -0.9506
H 1.249 0.823 1.523 0.5856 -0.3722 0.0967
H 1.603 2.108 2.134 0.5949 -0.1816 0.0908
O 2.037 1.275 1.881 -1.0831 0.5764 0.2272
H -0.557 2.101 -2.460 -0.6988 -0.6362 -0.2028
H -1.139 0.653 -2.499 -0.4766 0.5359 0.2605
O -1.317 1.578 -2.792 0.9300 0.1577 -0.0040
H -2.238 -1.187 1.473 0.2107 -0.3656 0.4843
H -1.509 -2.421 1.759 0.3300 -0.6566 -0.2807
O -1.966 -1.750 2.252 -0.6261 0.8817 0.1330
```
Positions in Å, forces in eV/Å.

The energy relative to the best compared isomer or geometry (same formula, charge and spin) is 119.1 kJ/mol. Its energy is -706.72849 hartree. The total charge is -1.



Below is 4 unconnected molecules or ions with the total composition C2H11O4 at a distorted geometry, with properties calculated with ωB97M-V/def2-TZVPD.

Geometry as XYZ:
```
17
Properties=species:S:1:pos:R:3:forces:R:3
C -1.228 0.575 0.276 -0.0190 -1.9946 1.2692
O -0.217 0.064 -0.548 -0.6356 0.9451 0.2818
C -0.990 -0.177 1.702 -1.8500 5.2279 0.9954
H -1.244 1.726 0.326 0.0042 -1.4577 0.2805
H -2.286 0.198 0.031 1.1448 0.7307 -0.4234
H -0.104 0.288 2.132 0.3109 0.1001 0.1202
H -1.856 0.165 2.505 1.8097 -1.5866 -1.8791
H -0.721 -1.169 1.542 -0.4627 -1.9055 -0.2015
H -0.866 0.100 -1.873 -1.2591 -0.1879 -0.2901
H -0.635 -0.398 -3.183 0.3560 -0.5032 -1.1805
O -1.428 -0.064 -2.782 0.7986 0.5054 1.3189
H 1.063 1.181 -0.385 -1.5149 -0.3123 -1.0450
H 2.349 1.110 0.174 0.0929 1.3151 -1.1982
O 1.891 1.680 -0.512 1.5396 -1.0003 1.9881
H 2.425 -1.794 0.910 -0.1908 -1.0534 -2.1185
H 1.603 -1.379 -0.274 0.1980 -0.8308 -0.2920
O 2.245 -2.105 -0.044 -0.3225 2.0081 2.3744
```
Positions in Å, forces in eV/Å.

The energy relative to the best compared isomer or geometry (same formula, charge and spin) is 138.9 kJ/mol. Its energy is -383.75296 hartree. The total charge is -1.



Below is a molecular structure, C2H11P2Pb at a distorted geometry, with properties calculated with ωB97M-V/def2-TZVPD.

Geometry as XYZ:
```
16
Properties=species:S:1:pos:R:3:forces:R:3
C 0.565 -1.911 0.132 -0.0912 0.2880 -0.9066
P 0.393 -0.054 0.549 1.2810 -0.3251 1.3930
C 1.740 1.024 -0.279 0.0619 -0.5185 -0.2752
P -2.070 0.830 -0.093 -1.6400 0.2843 -0.3665
H 1.177 -2.477 0.883 -0.3869 -0.7233 -0.4975
H -0.416 -2.376 0.249 -0.1173 0.2757 0.1053
H 0.910 -2.161 -0.872 0.1110 -0.1146 0.0570
H 2.268 1.551 0.520 -0.1425 0.2226 -0.0606
H 2.493 0.498 -0.877 -0.1206 0.1830 -0.3153
H 1.267 1.785 -0.899 -0.0515 -0.1789 -0.2002
H -1.480 2.123 0.204 0.2174 -0.1078 0.0458
H -2.364 0.635 1.304 0.1788 0.0717 0.0865
H -2.320 -0.595 -0.301 0.1702 -0.0122 0.0314
H -1.457 0.865 -1.417 0.2852 0.0141 0.1095
H -3.343 1.291 -0.478 0.0170 -0.0075 -0.0697
Pb 2.635 -1.027 1.373 0.2276 0.6486 0.8632
```
Positions in Å, forces in eV/Å.

Its energy is -957.87013 hartree. The total charge is +1.



| no. | orbital gap (eV) | HOMO level (eV) |
| --- | --- | --- |
| 1 | 6.657 | -3.18 |
| 2 | 6.544 | -3.07 |
| 3 | 8.147 | -4.43 |
| 4 | 5.354 | -11.36 |